No. 1
Entry from the Open Molecules 2025 dataset: C23H41BrF8O3PSSi2W as an isolated structure (ωB97M-V with the def2-TZVPD basis set).

Positions of all 81 atoms, in Å:
C -0.932 2.998 -0.475
O 1.697 1.703 -0.998
H -0.029 5.566 -4.332
H 1.861 4.477 0.189
H 0.489 -3.528 4.754
H -1.176 -3.406 4.202
H -1.878 -5.024 2.168
H -0.039 -4.484 3.377
H -2.292 -3.086 -1.118
Si 2.972 2.276 0.084
H -4.370 -0.913 0.794
H 2.550 0.630 1.880
H 2.982 4.392 -1.195
C -0.491 5.505 -3.355
H -1.820 0.626 1.063
F 3.097 1.416 -6.915
C -1.152 6.590 -2.824
C 0.280 -1.052 3.787
H 1.951 -3.559 2.094
C -0.999 -3.918 0.471
C -0.143 -3.513 3.863
H 0.171 -5.592 -0.181
F 1.589 -0.123 -2.992
H 4.419 0.417 -0.620
C -3.465 -1.480 0.561
H -3.086 -4.351 1.064
H -3.046 -1.057 -0.353
F 4.211 0.107 -5.227
H -2.042 5.253 0.180
H 2.383 -2.598 3.498
W 0.442 0.985 -2.045
C 2.833 4.111 -0.150
F 1.252 0.936 -5.453
H -1.639 0.401 2.799
C -2.265 0.164 1.944
H 0.600 -5.077 1.442
F 3.016 1.773 -4.515
C 2.509 1.714 1.780
H 3.593 4.629 0.439
F -1.069 0.603 -3.603
H 0.564 -0.177 3.198
C -0.992 4.207 -1.338
C -1.618 5.310 -0.814
H -3.768 -2.506 0.361
H -1.520 -4.621 -1.487
H 4.660 1.833 -1.657
F 2.419 -0.778 -6.101
H -2.612 -1.730 3.907
C 4.489 1.507 -0.629
O -1.001 1.827 -1.217
H 1.140 -4.138 0.037
C -0.398 4.280 -2.633
Si -0.892 -2.339 1.512
O -0.840 2.982 0.704
H -2.229 7.350 -1.128
H 1.508 2.057 2.054
C 1.792 -2.599 2.579
C -3.188 -1.910 2.998
C -1.715 6.500 -1.556
H -3.238 0.636 2.109
H -0.565 -3.151 -1.512
C -1.373 -3.657 -0.993
F -0.632 -1.563 -3.287
H 0.994 -1.144 4.609
C -1.015 -0.495 -2.644
H 3.213 2.141 2.500
H 5.367 1.785 -0.042
H -0.697 -0.871 4.232
H -1.997 -0.590 -2.190
H -4.148 -1.402 3.118
H -1.223 7.509 -3.389
C 0.313 -4.715 0.455
S 0.496 3.090 -3.455
Br 0.516 -0.772 -0.018
C -2.494 -1.341 1.741
C -2.091 -4.795 1.121
C 0.326 -2.346 2.964
H -3.392 -2.980 2.925
H 2.195 -1.818 1.934
P 2.809 0.656 -5.631
H -2.128 -5.746 0.584

Multiplicity ... 2
Largest force on an atom ... 0.0109 hartree/bohr
LUMO (spin up / spin down) ... -0.2994 / -0.3520 Eh
Relative energy (zero: lowest compared OMol25 entry of this formula, charge and spin) ... 0.000 eV
Net charge ... +2

=====

No. 2
Entry from the Open Molecules 2025 dataset: a 2-piece molecular cluster, C3H7N3 overall (ωB97M-V with the def2-TZVPD basis set).

Positions of all 13 atoms, in Å:
C -0.924 0.443 -0.058
H -1.097 1.280 0.631
N 0.309 -1.460 0.476
C 0.403 -0.172 0.318
C 2.946 1.374 -0.253
N -2.067 -0.475 -0.094
H -2.461 -0.544 -1.024
H 1.127 -2.011 0.701
H 2.029 0.831 0.078
H -2.808 -0.167 0.525
N 3.890 1.918 -0.639
H -0.752 0.916 -1.035
H -0.595 -1.934 0.374

Largest force on an atom ... 0.0212 hartree/bohr
LUMO ... 0.0241 Eh
Relative energy (zero: lowest compared OMol25 entry of this formula, charge and spin) ... 2.286 eV
Net charge ... 0

=====

No. 3
Entry from the Open Molecules 2025 dataset: C3H2F3NO2 as an isolated structure (ωB97M-V with the def2-TZVPD basis set).

Positions of all 11 atoms, in Å:
F -3.108 -0.035 0.287
N 1.299 1.425 0.942
F 1.116 -0.779 0.337
F -1.121 1.633 -1.196
C 1.046 0.417 -0.124
C -1.776 0.010 0.411
O 1.290 2.600 0.518
H -1.389 -0.548 1.187
C -0.951 0.734 -0.299
O 1.437 1.156 2.100
H 1.351 0.767 -1.057

Largest force on an atom ... 0.1402 hartree/bohr
LUMO ... -0.0260 Eh
Relative energy (zero: lowest compared OMol25 entry of this formula, charge and spin) ... 5.914 eV
Net charge ... 0

=====

No. 4
Entry from the Open Molecules 2025 dataset: C35H26BF4N10Pr as an isolated structure (ωB97M-V with the def2-TZVPD basis set).

Positions of all 77 atoms, in Å:
N -1.908 0.951 0.567
C -1.461 0.553 5.904
N 0.973 -2.411 -1.761
C -4.518 3.115 -0.824
C -0.960 -1.971 -3.190
C -2.119 -3.176 -4.873
H 3.167 -4.453 -1.909
H -4.559 3.065 -1.906
C -3.073 -1.110 -4.022
C 2.427 -3.523 -0.115
C -5.329 3.963 1.302
H 1.519 1.776 -2.190
H 3.946 1.052 -2.007
H -1.251 0.497 8.033
H 0.158 3.464 0.590
C -0.004 -0.983 4.722
C 4.015 -5.284 -0.100
C -3.543 2.402 1.279
N 0.988 -1.859 0.570
H -4.376 3.216 3.091
C 2.305 2.416 -1.778
H -3.976 -2.314 -5.539
H 4.679 -5.937 1.838
H 3.180 -0.406 -0.569
H 2.718 2.971 -2.621
N -2.465 0.919 -1.760
F 1.374 1.489 2.224
N 1.196 -2.178 2.944
N -0.467 -0.457 -1.526
H 3.253 -4.330 3.091
C -4.415 3.197 2.009
N -2.198 1.183 2.942
H -0.256 -3.839 -4.008
C 4.037 -5.249 1.300
H 0.491 -1.237 8.035
F 1.912 3.697 2.579
C -0.913 0.087 7.088
C 1.501 -2.447 1.687
H 1.572 4.379 -1.231
C -1.029 -3.080 -4.027
N 2.912 0.514 -0.241
H 1.323 -2.208 5.895
H 3.379 0.651 0.652
C 0.080 -0.903 7.089
C 2.449 -3.488 1.279
B 2.428 2.435 2.815
N 0.394 2.917 -0.234
F 3.576 2.181 2.047
C -3.595 2.362 -0.115
C -2.573 1.396 -0.539
C -0.044 -1.612 -2.120
H -6.111 4.529 -0.617
Pr 0.382 0.412 0.575
H 4.640 -5.999 -0.620
H -0.340 3.094 -0.911
C -3.131 -2.200 -4.871
N -0.550 -0.549 2.528
C -5.381 3.922 -0.097
C 1.692 3.400 -0.769
H 2.359 3.528 0.084
C 3.203 -4.426 -0.826
C 3.411 1.542 -1.195
H -6.019 4.601 1.840
C -1.309 0.262 3.321
C -1.636 -0.075 -2.118
C 1.449 -2.512 -0.539
H -2.223 1.322 5.892
C 0.264 -1.300 3.322
H -3.859 -0.365 -3.999
H -2.202 -4.022 -5.544
C 3.248 -4.356 2.008
C -2.486 1.472 1.685
C -0.991 -0.001 4.721
F 2.562 2.089 4.126
H 4.126 2.179 -0.673
C 0.550 -1.450 5.907
C -1.964 -1.001 -3.188

Multiplicity ... 3
Largest force on an atom ... 0.0315 hartree/bohr
LUMO (spin up / spin down) ... -0.0558 / -0.0556 Eh
Net charge ... 0

=====

No. 5
Entry from the Open Molecules 2025 dataset: C2H2FO2Sm as an isolated structure (ωB97M-V with the def2-TZVPD basis set).

Positions of all 8 atoms, in Å:
H -0.930 0.949 -2.333
O -0.098 0.887 0.907
O -0.808 -0.742 -1.108
Sm -0.103 -1.348 0.904
H -0.269 2.482 -0.385
C -0.734 0.562 -1.327
F 1.555 1.379 -0.693
C -0.064 1.403 -0.314

Multiplicity ... 8
Largest force on an atom ... 0.0236 hartree/bohr
LUMO (spin up / spin down) ... -0.0464 / -0.0488 Eh
Relative energy (zero: lowest compared OMol25 entry of this formula, charge and spin) ... 0.000 eV
Net charge ... 0

=====

No. 6
Entry from the Open Molecules 2025 dataset: the molecule C2H3N2OPS (ωB97M-V with the def2-TZVPD basis set).

Positions of all 10 atoms, in Å:
O 0.704 -1.148 -0.402
P 2.213 -0.344 0.041
N -0.253 1.030 0.242
H 2.501 -1.060 1.207
H -1.950 2.464 0.551
C -0.393 -0.506 -0.303
C -1.450 1.479 0.225
N -1.567 -0.830 -0.665
H 2.919 -1.541 -0.546
S -2.724 0.456 -0.350

Structure (SMILES) ... POc1ncsn1
Largest force on an atom ... 0.1162 hartree/bohr
LUMO ... 0.0123 Eh
Relative energy (zero: lowest compared OMol25 entry of this formula, charge and spin) ... 1.092 eV
Net charge ... 0

=====

No. 7
Entry from the Open Molecules 2025 dataset: C35H43AlBN8P as an isolated structure (ωB97M-V with the def2-TZVPD basis set).

Positions of all 89 atoms, in Å:
C 1.205 -2.867 0.121
H 3.126 0.710 4.587
N 3.478 0.611 0.625
H 3.461 -3.445 -1.689
C 1.125 4.235 0.168
C 1.777 3.729 1.257
N -2.020 -1.375 -0.625
H 5.511 -0.107 -1.958
C -2.738 0.881 -1.638
C -2.197 1.090 2.368
C -0.987 -2.331 -0.539
H 0.458 0.942 -2.518
H -1.053 3.019 -1.654
Al 0.721 0.033 0.244
N 2.672 -0.229 -0.221
C -0.182 -4.525 -1.048
C 0.737 3.107 -0.625
C -3.004 1.220 3.518
N 0.220 -1.943 -0.107
H -3.398 2.652 -0.589
C 3.232 -0.788 -3.787
H 4.653 -2.705 -2.646
C 3.526 -2.797 -2.563
C 4.682 0.619 0.035
H 1.882 -4.877 -0.364
C -3.568 2.048 -1.467
H -0.307 -5.456 -1.625
H -2.512 1.539 4.475
H -6.050 0.534 2.115
H -2.093 -2.860 4.250
C 0.230 4.487 -2.570
H 1.790 -1.566 -2.322
C -1.263 -3.665 -0.910
H 3.161 -3.346 -3.446
C -3.930 0.444 -3.697
N 1.815 2.339 1.166
H -2.834 -1.713 -1.133
H -2.292 -3.922 -1.216
H -0.122 5.343 -1.868
H -4.674 0.536 0.082
N 1.130 -0.390 2.193
H 1.069 -3.796 2.664
H 2.151 4.191 2.138
C -4.630 1.634 -3.619
H -4.054 -0.270 -4.545
H -1.778 -1.048 4.598
P -1.727 0.304 -0.269
C -1.344 -2.067 4.431
H 5.554 1.141 0.489
N 1.054 1.955 0.041
C 0.474 1.986 -2.860
C 2.888 -1.435 -2.478
H 1.322 4.643 -2.727
H -5.335 1.999 -4.371
H 2.132 -2.617 0.590
C -4.425 1.135 3.436
H -0.188 4.627 -3.555
C -0.415 -2.163 3.226
H -4.875 3.398 -2.463
N 2.217 0.394 2.702
C -2.784 0.768 1.126
C 4.729 -0.168 -1.111
C 0.666 -1.103 3.259
H -5.070 1.379 4.293
H -0.179 1.962 -3.787
C -4.147 0.664 1.045
C -2.906 0.168 -2.812
H -2.294 -0.701 -3.025
H -0.738 -2.289 5.300
H 1.391 -1.330 5.333
H -1.047 -2.025 2.317
B 2.913 1.435 1.776
H 0.407 -3.739 4.362
C 0.180 -3.558 3.325
H 1.481 2.158 -3.207
H -0.628 -4.286 3.078
H 3.719 2.065 2.539
H -1.125 1.118 2.462
C 2.366 0.176 4.031
C 3.397 -0.622 -1.276
H 2.883 0.240 -3.958
C -4.440 2.416 -2.530
C -4.974 0.794 2.186
C 0.007 3.102 -1.928
H 1.018 5.253 -0.125
C 1.439 -0.777 4.377
C 1.053 -4.134 -0.396
H 2.873 -1.414 -4.617
H 4.347 -0.769 -3.845

Largest force on an atom ... 0.0665 hartree/bohr
LUMO ... -0.2077 Eh
Relative energy (zero: lowest compared OMol25 entry of this formula, charge and spin) ... 2.073 eV
Net charge ... +2

=====

No. 8
Entry from the Open Molecules 2025 dataset: C38H55NO2P2Ti as an isolated structure (ωB97M-V with the def2-TZVPD basis set).

Positions of all 99 atoms, in Å:
H -4.647 -7.540 -0.460
C 4.692 4.705 1.886
H 0.700 -2.006 -2.779
H -1.660 3.002 1.309
H -2.802 2.237 -0.421
H -2.278 3.113 -1.862
H -2.156 -0.499 -1.621
H -0.119 2.808 2.190
C 5.228 2.405 -0.226
H 6.660 -0.577 0.885
C 0.419 -2.485 -1.831
C 2.681 0.802 -2.036
P -5.547 -5.255 -0.279
H -2.684 1.403 -1.979
H -1.673 -1.894 2.418
H 3.230 1.718 0.666
H -1.575 -2.519 -2.624
C 3.610 4.550 -0.383
N 4.173 3.338 -0.760
C 2.653 5.079 -1.290
H -1.169 0.246 -3.389
H -4.214 -6.769 1.130
H 1.515 6.996 2.905
H 2.137 -1.500 -0.982
H -2.353 -3.017 1.279
C 2.306 2.172 0.931
C 6.482 3.022 -0.455
H 8.646 3.032 -0.391
H -2.578 -0.347 0.789
C 3.665 5.148 0.925
C -2.201 2.148 -1.335
C 1.662 6.454 0.441
C -0.202 -2.912 1.206
H -6.828 -7.105 -1.327
H 1.622 -1.697 1.380
C -1.572 -7.107 0.562
C -2.556 -7.270 -2.077
H -1.556 -7.202 -2.525
C -0.782 1.809 -1.036
C -1.632 -1.187 -0.957
O 4.685 -1.274 1.273
Ti 0.066 -0.070 -0.019
C -1.117 -2.440 -1.630
C 7.734 1.117 0.286
C -1.852 -1.082 0.430
C -0.572 3.099 1.236
H 2.574 4.685 -2.307
H -0.156 1.568 -3.986
H 3.423 0.502 -1.310
H -6.998 -6.639 1.186
H 8.730 0.658 0.476
P -2.618 -6.131 -0.617
H 0.865 7.111 0.803
H 4.113 3.175 -1.760
C 0.874 -2.006 0.654
H 2.298 5.530 3.431
H -0.529 -7.068 0.218
H 0.783 -3.520 -1.909
H 3.140 1.629 -2.598
H 4.550 5.143 2.873
H -2.759 -8.311 -1.784
H -3.293 -6.937 -2.820
C 1.296 1.900 -0.081
H -5.923 -6.121 -2.531
C 1.436 1.222 -1.355
C 6.501 0.443 0.494
H -1.435 -3.345 -1.095
H -1.905 -8.154 0.625
H 6.477 4.044 -0.853
H 4.669 3.625 2.023
C -0.173 0.697 -3.320
H -7.423 -5.483 -1.815
C 1.157 -1.845 -0.698
C -6.680 -5.587 1.151
H 5.710 4.949 1.575
C -4.299 -6.616 0.039
C 5.209 1.024 0.243
C 2.627 6.016 1.343
C 0.143 1.177 -1.944
H 2.601 3.204 0.923
C -1.582 -2.238 1.382
H -1.631 -6.641 1.555
C 4.184 -0.254 0.729
H 3.223 7.012 3.210
C 2.429 6.405 2.779
H 0.568 -0.023 -3.681
C -0.059 2.251 0.122
H -7.558 -4.935 1.061
H 2.543 -0.074 -2.680
H -0.333 4.158 1.052
H -6.153 -5.327 2.078
H 0.911 6.355 -1.551
H 2.111 1.905 1.967
H 0.153 -3.261 2.180
H -0.269 -3.798 0.567
C 1.689 5.992 -0.874
O 2.946 -0.120 0.658
C -6.529 -6.088 -1.616
C 7.723 2.445 -0.201

Multiplicity ... 2
Largest force on an atom ... 0.0901 hartree/bohr
LUMO (spin up / spin down) ... -0.2001 / -0.1923 Eh
Net charge ... +1